A:
Molecular formula: C6H8OS
Method: DFT, ωB97M-V/def2-TZVPD

Output
gap between HOMO and LUMO = 0.331 Ha
SMILES string = C/C(C=O)=C/[C@H]1CS1
multiplicity = 1
E_LUMO = 0.002 Ha
HOMO = -8.95 eV

Structure (XYZ):
```
16
C6H8OS | the OMol25 dataset | ωB97M-V/def2-TZVPD
S 3.01 -0.06 -0.83
O -0.85 2.23 -0.36
C -2.06 -1.29 -0.25
C -0.90 -0.21 0.00
C 1.51 0.44 -0.15
C 2.64 0.44 0.85
C -1.48 1.20 -0.31
C 0.41 -0.57 -0.01
H -3.12 -0.87 0.22
H -2.56 1.28 -0.66
H 1.26 1.55 -0.35
H -2.34 -1.39 -1.30
H -1.72 -2.21 0.13
H 3.01 1.42 1.21
H 0.63 -1.64 0.15
H 2.56 -0.32 1.67
```

***

B:
Molecular formula: C6H8OS
Method: DFT, ωB97M-V/def2-TZVPD

Output
gap between HOMO and LUMO = 0.360 Ha
SMILES string = C=C1C[C@H]2OC[C@@H]1S2
multiplicity = 1
E_LUMO = 0.031 Ha
HOMO = -8.97 eV

Structure (XYZ):
```
16
C6H8OS | the OMol25 dataset | ωB97M-V/def2-TZVPD
S 1.64 0.86 1.00
O 1.43 -0.62 -1.13
C -0.79 0.11 0.43
C -0.03 -1.18 0.69
C 0.73 0.58 -1.42
C -2.10 0.32 0.61
C 0.19 1.12 -0.09
C 1.40 -0.81 0.28
H -2.76 -0.44 0.98
H -0.11 -1.47 1.75
H -0.39 -2.01 0.06
H -0.17 2.16 -0.10
H 2.19 -1.54 0.56
H -0.11 0.36 -2.14
H 1.44 1.28 -1.90
H -2.56 1.28 0.42
```

***

C:
Molecular formula: C6H8OS
Method: DFT, ωB97M-V/def2-TZVPD

Output
gap between HOMO and LUMO = 0.311 Ha
SMILES string = C=C(CC=O)CC=S
multiplicity = 1
E_LUMO = -0.008 Ha
HOMO = -8.68 eV

Structure (XYZ):
```
16
C6H8OS | the OMol25 dataset | ωB97M-V/def2-TZVPD
S 3.18 0.53 0.01
O -0.43 1.95 -1.07
C -1.43 -1.26 -0.53
C -0.68 0.64 0.92
C -0.47 -0.65 0.14
C -0.72 1.91 0.09
C 1.84 -0.11 -0.67
C 0.98 -1.17 0.03
H 0.17 0.85 1.58
H -0.98 2.81 0.68
H -2.42 -0.84 -0.44
H -1.34 -2.17 -1.18
H 1.00 -2.13 -0.49
H 1.48 0.34 -1.59
H 1.44 -1.34 0.99
H -1.61 0.63 1.52
```

***

D:
Molecular formula: C6H8OS
Method: DFT, ωB97M-V/def2-TZVPD

Output
gap between HOMO and LUMO = 0.358 Ha
SMILES string = O[C@H]1C=C[C@@H]2C[C@@]21S
multiplicity = 1
E_LUMO = 0.028 Ha
HOMO = -8.97 eV

Structure (XYZ):
```
16
C6H8OS | the OMol25 dataset | ωB97M-V/def2-TZVPD
S 2.45 0.05 -0.25
O 0.29 2.23 -0.17
C -0.14 -1.17 -0.59
C 0.34 -1.47 0.80
C 0.73 -0.18 0.14
C -0.13 1.06 0.47
C -1.50 0.68 -0.06
C -1.50 -0.52 -0.67
H -0.17 1.20 1.56
H 1.10 -2.24 0.88
H -0.39 -1.42 1.58
H -2.36 -0.99 -1.11
H 0.22 -1.75 -1.44
H 1.14 2.49 0.25
H -2.38 1.33 0.05
H 2.30 0.69 -1.42
```

***

Most stable: B (next structure +36.1 kJ/mol)

***

A:
Molecular formula: C6H8OS
Method: DFT, ωB97M-V/def2-TZVPD

Output
gap between HOMO and LUMO (alpha / beta) = 0.264 / 0.264 Ha
SMILES string = C=[S@@]1(=O)C=CC=C1C
multiplicity = 1
E_LUMO (alpha / beta) = -0.039 / -0.039 Ha
HOMO (alpha / beta) = -8.24 / -8.24 eV

Structure (XYZ):
```
16
C6H8OS | the OMol25 dataset | ωB97M-V/def2-TZVPD
S -1.03 -0.18 0.19
O -1.96 -0.86 -1.12
C -1.68 -0.58 1.71
C 1.18 1.00 -0.67
C -0.95 1.66 0.18
C 0.21 2.10 -0.31
C 1.21 -1.65 -0.62
C 0.66 -0.23 -0.37
H 1.56 -2.31 0.17
H -1.76 2.12 0.74
H -2.17 -1.53 1.96
H -0.80 -0.31 2.35
H 2.06 1.30 -1.13
H 0.54 3.04 -0.60
H 0.76 -2.26 -1.36
H 2.18 -1.28 -1.13
```

***

B:
Molecular formula: C6H8OS
Method: DFT, ωB97M-V/def2-TZVPD

Output
gap between HOMO and LUMO = 0.349 Ha
SMILES string = C1=C[C@H]2CCS[C@H]2O1
multiplicity = 1
E_LUMO = 0.034 Ha
HOMO = -8.59 eV

Structure (XYZ):
```
16
C6H8OS | the OMol25 dataset | ωB97M-V/def2-TZVPD
S 1.71 0.18 1.05
O -0.46 1.65 1.35
C -1.16 0.83 -0.63
C -0.07 0.32 1.44
C 1.68 -0.65 -0.55
C -0.78 -0.41 0.08
C 0.22 -1.41 -0.47
C -1.07 1.90 0.14
H -1.59 0.91 -1.65
H -0.24 -0.02 2.37
H 1.79 0.04 -1.29
H -0.08 -1.70 -1.49
H -1.38 2.92 -0.07
H 0.57 -2.29 0.07
H -1.71 -0.93 0.20
H 2.57 -1.34 -0.55
```

***

Most stable: B (next structure +484.2 kJ/mol)

***

A:
Molecular formula: C36H72O27
Method: DFT, ωB97M-V/def2-TZVPD

Output
gap between HOMO and LUMO = 0.403 Ha
SMILES string = CCOC(=O)OC.CCOC(=O)OC.CCOC(=O)OC.CCOC(=O)OC.CCOC(=O)OC.CCOC(=O)OC.CCOC(=O)OC.CCOC(=O)OC.CCOC(=O)OC
multiplicity = 1
E_LUMO = 0.016 Ha
HOMO = -10.53 eV

Structure (XYZ):
```
135
C36H72O27 | the OMol25 dataset | ωB97M-V/def2-TZVPD
O -7.11 2.74 -2.14
O -1.50 -0.54 3.70
O 0.33 -0.65 -0.31
O -2.76 3.94 1.59
O 3.67 -7.80 2.81
O 3.26 -4.55 -2.84
O -1.39 5.07 0.37
O -3.46 0.40 3.09
O -2.19 -0.92 1.73
O -2.79 6.19 -2.96
O 1.21 -5.54 4.23
O 3.60 -7.30 0.66
O 2.31 -6.19 -4.03
O -5.98 4.22 -0.86
O 0.62 1.51 0.25
O 2.82 -4.19 5.08
O -0.48 0.85 -1.61
O 5.02 -8.85 1.33
O -1.47 7.89 -3.03
O -1.12 5.14 2.58
O 3.04 0.88 -3.07
O 3.89 1.81 -1.33
O 2.46 -6.07 6.03
O 2.49 3.03 -2.53
O 4.34 -6.39 -3.07
O -3.65 8.20 -3.39
O -6.55 2.19 -0.15
C 3.82 2.69 -0.21
C 0.34 9.50 -3.40
C -1.15 9.27 -3.19
C 1.04 5.11 0.29
C -2.73 -1.86 -0.38
C 0.94 -1.12 0.88
C 4.06 -8.62 3.90
C 1.84 -2.16 4.30
C 4.52 -7.76 -3.46
C -2.71 7.49 -3.11
C -6.47 3.15 -1.05
C -5.80 2.35 1.05
C -7.37 3.70 -3.16
C 2.08 -5.27 5.01
C -2.48 -0.23 2.83
C -4.08 5.58 -3.12
C 3.09 1.98 -2.35
C 0.16 0.66 -0.45
C -2.15 2.56 -1.62
C 3.21 -5.79 -3.34
C 1.78 -7.29 6.25
C 4.62 2.09 0.94
C -0.25 5.88 0.08
C 2.79 -3.28 3.96
C 2.67 -6.26 0.97
C 2.12 -3.72 -2.90
C 4.18 -8.06 1.62
C -2.92 -0.67 0.53
C -0.75 2.17 -2.08
C 5.65 -8.31 -2.59
C -7.91 3.01 -4.41
C -1.70 4.75 1.60
C -3.32 3.51 2.81
C 1.99 0.71 -4.07
C -1.47 0.01 5.01
C 3.37 -4.91 0.85
H -1.70 -2.09 -0.64
H -4.36 3.83 2.81
H 1.19 -4.28 -2.94
H -1.76 9.70 -3.98
H 4.05 -8.02 4.81
H 4.04 -4.84 0.00
H -3.93 4.51 -3.25
H 2.76 2.76 0.03
H 6.09 -9.20 -3.03
H 1.61 -0.38 1.32
H -8.03 4.47 -2.75
H -2.91 1.98 -2.16
H 0.15 -1.32 1.60
H -2.35 3.62 -1.74
H 1.24 0.16 -3.51
H -2.49 0.36 5.16
H 5.56 1.69 0.55
H 1.51 -2.02 0.63
H -0.02 2.89 -1.72
H 0.80 -2.48 4.14
H -4.37 5.96 -4.10
H -0.69 2.14 -3.16
H 4.79 -7.78 -4.51
H 1.66 -7.82 5.30
H 3.58 -8.27 -3.26
H -3.16 -2.78 0.02
H 2.13 -2.95 -3.67
H -1.37 9.79 -2.26
H 2.14 -6.36 1.92
H 4.08 3.72 -0.47
H -2.83 3.89 3.70
H -3.29 -1.69 -1.30
H -0.30 6.73 0.78
H 0.52 10.58 -3.46
H -6.47 4.24 -3.47
H 4.08 -4.86 1.69
H 5.24 -8.50 -1.60
H -8.70 2.30 -4.14
H 6.43 -7.56 -2.44
H 0.92 9.09 -2.57
H 2.67 -4.08 0.82
H -0.78 0.84 5.11
H -4.76 2.62 0.85
H 2.15 -1.18 3.93
H -8.33 3.74 -5.10
H 5.09 -8.96 3.82
H 3.77 -2.82 3.84
H 0.95 4.11 -0.13
H -1.24 -0.75 5.76
H 2.46 -3.70 3.02
H 1.40 5.03 1.32
H 1.84 -2.01 5.39
H 0.77 -7.14 6.64
H 2.45 -7.86 6.88
H 3.44 -9.51 3.98
H -0.40 6.23 -0.93
H 1.80 5.60 -0.32
H 0.65 9.05 -4.34
H -3.37 2.42 2.89
H 1.64 1.69 -4.40
H 4.05 1.23 1.27
H -6.31 3.02 1.73
H -7.15 2.42 -4.90
H -5.67 1.37 1.53
H 2.08 -3.06 -2.03
H -2.23 2.34 -0.56
H -3.99 -0.58 0.71
H 4.78 2.82 1.73
H 1.83 -6.34 0.27
H -2.64 0.27 0.06
H 2.35 0.23 -4.98
H -4.75 5.84 -2.31
```

***

B:
Molecular formula: C36H72O27
Method: DFT, ωB97M-V/def2-TZVPD

Output
gap between HOMO and LUMO = 0.403 Ha
SMILES string = CCOC(=O)OC.CCOC(=O)OC.CCOC(=O)OC.CCOC(=O)OC.CCOC(=O)OC.CCOC(=O)OC.CCOC(=O)OC.CCOC(=O)OC.CCOC(=O)OC
multiplicity = 1
E_LUMO = 0.018 Ha
HOMO = -10.49 eV

Structure (XYZ):
```
135
C36H72O27 | the OMol25 dataset | ωB97M-V/def2-TZVPD
O -10.21 -2.26 0.03
O -5.54 -1.03 -2.74
O -4.39 6.19 5.26
O 0.33 -2.13 -3.15
O 5.47 1.67 -1.71
O 1.66 -2.35 -0.33
O 9.44 4.23 1.56
O 7.60 5.43 2.07
O 3.88 0.51 -2.87
O 3.28 -2.44 -1.77
O -0.60 1.36 1.49
O 7.56 3.30 1.27
O 3.48 2.47 -1.85
O -6.32 -0.34 -4.78
O 4.52 -2.11 1.94
O -9.32 -1.03 -1.68
O -2.27 2.06 0.19
O -2.17 6.57 5.29
O -2.03 -0.15 0.57
O 5.96 -3.51 1.16
O -3.02 4.49 5.14
O 3.04 -4.18 -0.39
O -4.88 -1.91 -4.70
O -1.03 -3.84 -2.58
O 6.61 -1.40 1.66
O -8.17 -1.61 0.15
O 1.17 -4.06 -3.15
C 5.79 -2.28 1.56
C 0.62 -3.01 0.42
C -7.25 0.58 -4.21
C 2.16 2.57 -2.32
C 8.14 4.42 1.69
C -6.62 1.94 -4.01
C 6.14 3.11 1.34
C 7.32 -3.94 0.96
C -9.26 -1.58 -0.60
C -5.57 -1.06 -3.95
C 2.16 -6.01 -4.07
C -3.31 -0.51 0.02
C 1.12 -5.49 -3.07
C -7.10 -0.68 -0.06
C -1.75 1.15 0.74
C 10.39 5.22 1.95
C -3.09 5.81 5.22
C 0.83 -3.31 1.89
C -1.79 2.42 5.27
C 4.25 1.45 -2.22
C -0.57 -1.08 -2.70
C 1.05 0.96 3.25
C 2.70 -3.08 -0.75
C 1.25 1.88 -1.32
C -1.72 3.94 5.34
C 3.89 0.01 0.96
C 0.06 0.34 2.24
C 4.04 -0.80 2.23
C -4.02 -2.83 -4.02
C -4.59 7.56 4.98
C -11.63 -3.28 -1.65
C 0.04 -3.38 -2.87
C 6.51 0.77 -2.01
C 4.64 -2.74 -2.14
C 5.40 3.05 2.68
C -11.52 -2.23 -0.52
H 7.47 1.25 -2.19
H -4.68 -3.65 -3.74
H -1.08 4.34 4.56
H 3.11 -5.51 -3.88
H -12.64 -3.14 -2.03
H -6.14 2.04 -3.03
H -1.34 4.28 6.30
H 1.52 0.84 -1.17
H -0.24 -2.37 0.22
H 0.56 -0.30 1.51
H -1.50 -1.00 -3.25
H -7.19 -0.07 0.84
H -1.91 2.23 4.20
H -8.11 0.78 -4.85
H 7.64 -4.22 1.97
H -6.21 -1.29 -0.11
H 0.98 -2.36 2.40
H 5.66 3.85 0.70
H 1.28 -5.83 -2.04
H -10.89 -3.17 -2.44
H -7.36 2.74 -4.05
H -4.14 -0.12 0.61
H -3.68 -2.47 -3.05
H 1.98 3.65 -2.37
H 0.13 -5.85 -3.33
H -0.04 -3.71 2.42
H 0.51 1.50 4.03
H 1.92 -5.79 -5.11
H 5.94 2.18 0.81
H -3.14 -3.11 -4.59
H 4.85 0.22 0.50
H 5.24 -2.89 -1.24
H -12.23 -2.53 0.24
H -3.19 -1.59 0.06
H 3.33 0.88 1.31
H 0.15 -0.27 -2.80
H -0.65 -0.35 2.69
H -4.06 7.81 4.06
H 5.77 2.26 3.34
H -0.79 -1.24 -1.64
H 2.27 -7.09 -3.99
H 0.23 1.98 -1.70
H -7.59 0.17 -3.26
H 6.24 0.16 -2.87
H 1.57 0.11 3.68
H -7.24 0.02 -0.88
H -5.88 2.20 -4.77
H 3.27 -0.46 0.19
H -11.85 -1.28 -0.95
H 5.36 3.94 3.31
H 11.09 5.42 1.15
H -0.85 1.92 5.50
H 0.39 -3.88 -0.20
H 9.87 6.14 2.22
H 1.24 2.42 -0.37
H 4.51 -0.26 3.05
H 6.71 0.10 -1.16
H 4.56 -3.61 -2.78
H 7.97 -3.18 0.54
H -3.45 -0.21 -1.02
H 5.10 -1.88 -2.63
H 3.05 -1.08 2.60
H -11.56 -4.33 -1.37
H 1.69 1.61 2.65
H 4.37 2.72 2.54
H 1.70 -3.95 2.05
H 7.30 -4.83 0.35
H -2.57 1.91 5.82
H -5.64 7.79 4.88
H 1.91 2.27 -3.34
H 10.83 4.96 2.91
H -4.17 8.31 5.66
```

***

Most stable: A (next structure +91.4 kJ/mol)

***

A:
Molecular formula: C2H2O3S2
Method: DFT, ωB97M-V/def2-TZVPD

Output
gap between HOMO and LUMO (alpha / beta) = 0.256 / 0.277 Ha
multiplicity = 1
E_LUMO (alpha / beta) = -0.087 / -0.081 Ha
HOMO (alpha / beta) = -9.34 / -9.77 eV

Structure (XYZ):
```
9
C2H2O3S2 | the OMol25 dataset | ωB97M-V/def2-TZVPD
S 0.63 -1.34 -0.56
S 0.75 1.09 -0.17
O 1.94 1.36 0.61
O 1.50 -2.10 0.32
O -1.78 -0.37 0.07
C -0.14 2.29 -0.68
C -0.92 -1.14 0.38
H -0.94 -1.80 1.26
H -1.02 2.03 -1.24
```

***

B:
Molecular formula: C2H2O3S2
Method: DFT, ωB97M-V/def2-TZVPD

Output
gap between HOMO and LUMO (alpha / beta) = 0.294 / 0.250 Ha
multiplicity = 1
E_LUMO (alpha / beta) = -0.051 / -0.072 Ha
HOMO (alpha / beta) = -9.39 / -8.76 eV

Structure (XYZ):
```
9
C2H2O3S2 | the OMol25 dataset | ωB97M-V/def2-TZVPD
S 2.33 -0.75 0.05
S -2.39 0.08 -0.50
O -3.53 -0.84 -0.19
O -0.19 0.90 0.55
O 3.44 -0.85 -0.86
C -1.18 0.08 0.77
C 1.40 0.46 -0.51
H -1.49 -0.49 1.66
H 1.61 1.41 -0.97
```

***

Most stable: A (next structure +26.4 kJ/mol)

***

A:
Molecular formula: CHF3O2S
Method: DFT, ωB97M-V/def2-TZVPD

Output
gap between HOMO and LUMO = 0.463 Ha
SMILES string = O=S(=O)(F)C(F)F
multiplicity = 1
E_LUMO = 0.015 Ha
HOMO = -12.20 eV

Structure (XYZ):
```
8
CHF3O2S | the OMol25 dataset | ωB97M-V/def2-TZVPD
S -2.02 0.05 -0.17
F -2.10 -0.83 1.17
F -0.24 1.30 1.24
F -0.01 1.52 -0.95
O -2.87 1.15 0.08
O -2.27 -0.82 -1.26
C -0.15 0.68 0.05
H 0.69 -0.16 0.13
```

***

B:
Molecular formula: CHF3O2S
Method: DFT, ωB97M-V/def2-TZVPD

Output
gap between HOMO and LUMO = 0.437 Ha
SMILES string = O=S(=O)(F)C(F)F
multiplicity = 1
E_LUMO = -0.003 Ha
HOMO = -11.97 eV

Structure (XYZ):
```
8
CHF3O2S | the OMol25 dataset | ωB97M-V/def2-TZVPD
S -0.59 0.71 -0.43
F 0.00 -1.69 0.55
F -1.28 -0.30 -1.51
F 0.90 -0.03 1.64
O -0.10 1.82 -1.13
O -1.60 0.85 0.56
C 0.79 -0.63 0.40
H 1.89 -0.73 -0.07
```

***

Most stable: A (next structure +45.5 kJ/mol)

***

A:
Molecular formula: C4H9NOS
Method: DFT, ωB97M-V/def2-TZVPD

Output
gap between HOMO and LUMO = 0.207 Ha
SMILES string = C[C@@H](C[S-])NC[O-]
charge = -2
multiplicity = 1
E_LUMO = 0.225 Ha
HOMO = 0.50 eV

Structure (XYZ):
```
16
C4H9NOS | the OMol25 dataset | ωB97M-V/def2-TZVPD
S -0.01 -1.10 2.63
O -0.06 1.69 -2.68
N -0.05 -0.38 -1.42
C -0.58 -1.00 0.88
C -0.17 1.42 0.35
C 0.50 0.49 -2.49
C 0.20 -0.02 -0.02
H -1.65 -0.77 0.81
H 0.58 2.14 0.00
H -0.33 1.50 1.43
H -0.45 -2.00 0.47
H -1.06 -0.43 -1.59
H 0.46 -0.17 -3.40
H 1.25 -0.23 0.19
H -1.06 1.70 -0.23
H 1.60 0.54 -2.26
```

***

B:
Molecular formula: C4H9NOS
Method: DFT, ωB97M-V/def2-TZVPD

Output
gap between HOMO and LUMO = 0.206 Ha
SMILES string = C[C@H](C[S-])NC[O-]
charge = -2
multiplicity = 1
E_LUMO = 0.227 Ha
HOMO = 0.59 eV

Structure (XYZ):
```
16
C4H9NOS | the OMol25 dataset | ωB97M-V/def2-TZVPD
S -1.67 -2.05 1.98
O 0.76 1.24 -2.30
N 1.09 0.09 -0.18
C -0.23 -0.35 0.19
C -0.30 -0.87 1.64
C -1.36 0.69 -0.04
C 1.43 0.31 -1.64
H -1.31 1.47 0.72
H -0.46 -0.02 2.32
H -1.26 1.04 -1.07
H 1.48 -0.76 -1.98
H 0.71 -1.24 1.85
H -2.32 0.18 0.10
H 2.54 0.57 -1.54
H -0.52 -1.14 -0.48
H 1.44 0.83 0.42
```

***

C:
Molecular formula: C4H9NOS
Method: DFT, ωB97M-V/def2-TZVPD

Output
gap between HOMO and LUMO = 0.213 Ha
SMILES string = [O-]CNCCC[S-]
charge = -2
multiplicity = 1
E_LUMO = 0.219 Ha
HOMO = 0.18 eV

Structure (XYZ):
```
16
C4H9NOS | the OMol25 dataset | ωB97M-V/def2-TZVPD
S 1.59 -2.20 3.05
O -1.78 1.90 -2.04
N 0.22 1.00 -1.06
C -0.25 0.20 0.06
C -0.76 1.08 -2.21
C 0.88 -0.62 0.74
C 0.40 -1.27 2.02
H -0.79 0.76 0.83
H 1.66 0.13 0.90
H 0.29 1.98 -0.79
H 1.21 -1.31 -0.03
H -0.43 -1.94 1.74
H -0.13 -0.51 2.59
H -0.11 1.33 -3.09
H -1.03 -0.01 -2.34
H -0.96 -0.51 -0.36
```

***

D:
Molecular formula: C4H9NOS
Method: DFT, ωB97M-V/def2-TZVPD

Output
gap between HOMO and LUMO = 0.204 Ha
SMILES string = C[C@H](C[S-])NC[O-]
charge = -2
multiplicity = 1
E_LUMO = 0.223 Ha
HOMO = 0.51 eV

Structure (XYZ):
```
16
C4H9NOS | the OMol25 dataset | ωB97M-V/def2-TZVPD
S 2.82 -1.60 0.73
O -2.19 2.31 -0.83
N -0.35 1.16 0.02
C -1.37 1.24 -1.04
C 1.71 -0.02 0.78
C 0.42 -0.13 -0.01
C -0.46 -1.39 0.29
H 0.09 -1.97 1.05
H -1.94 0.27 -1.10
H -0.63 1.34 0.97
H -1.49 -1.25 0.63
H -0.85 1.39 -2.02
H 1.55 0.12 1.84
H 2.28 0.79 0.33
H 0.77 -0.24 -1.03
H -0.38 -2.02 -0.60
```

***

Most stable: C (next structure +16.6 kJ/mol)

***

A:
Molecular formula: H7NSi2
Method: DFT, ωB97M-V/def2-TZVPD

Output
gap between HOMO and LUMO = 0.324 Ha
multiplicity = 1
E_LUMO = 0.015 Ha
HOMO = -8.41 eV

Structure (XYZ):
```
10
H7NSi2 | the OMol25 dataset | ωB97M-V/def2-TZVPD
Si 1.61 -0.19 0.13
Si -0.52 0.66 0.11
N -1.64 -0.61 0.30
H -1.05 1.74 0.94
H 2.44 0.32 -0.96
H -1.49 -1.47 -0.22
H -0.63 1.55 -2.06
H -2.63 -0.42 0.35
H 1.59 -1.66 0.01
H 2.32 0.08 1.39
```

***

B:
Molecular formula: H7NSi2
Method: DFT, ωB97M-V/def2-TZVPD

Output
gap between HOMO and LUMO = 0.292 Ha
multiplicity = 1
E_LUMO = -0.035 Ha
HOMO = -8.91 eV

Structure (XYZ):
```
10
H7NSi2 | the OMol25 dataset | ωB97M-V/def2-TZVPD
Si 1.16 0.43 -0.29
Si -2.39 0.13 -0.48
N 0.80 -1.22 0.00
H -1.39 0.10 0.58
H 0.44 -1.37 0.84
H 2.57 0.89 -0.71
H 0.12 1.14 -0.85
H 1.23 0.82 1.14
H 0.71 -1.94 -0.60
H -3.26 1.03 0.38
```

***

Most stable: A (next structure +80.3 kJ/mol)